1.
The following is a DFT calculation (wB97M-V/def2-TZVPD) of a 2-piece molecular cluster, C28H40N3O overall at a distorted geometry.

Each line ends with the Mulliken charge.
Cartesian coordinates (Å):
C  2.327  5.303  -0.727  -0.92
N  2.073  3.896  -0.926  0.25
C  3.078  3.014  -1.197  0.27
O  4.262  3.303  -1.357  -0.68
C  2.445  1.624  -1.279  0.02
C  2.989  0.654  -0.227  -0.68
C  4.475  0.389  -0.390  0.49
C  5.371  0.721  0.635  -0.36
C  6.746  0.573  0.433  -0.60
C  7.221  0.040  -0.773  -0.43
C  6.320  -0.333  -1.781  -0.74
C  4.945  -0.167  -1.583  -0.21
N  1.015  1.918  -1.118  0.61
C  0.095  0.930  -1.129  0.33
C  -1.262  1.159  -0.935  0.58
C  -2.273  0.204  -0.925  -0.53
C  -3.670  0.549  -0.802  0.81
C  -4.685  -0.438  -0.966  -0.33
C  -6.034  -0.120  -0.803  -0.73
C  -6.426  1.197  -0.515  -0.34
C  -5.453  2.198  -0.396  -0.74
C  -4.102  1.889  -0.539  -0.31
C  0.731  3.343  -0.866  0.09
C  0.138  3.614  0.528  -1.52
C  -0.141  4.018  -1.940  -1.52
H  3.400  5.494  -0.805  0.38
H  1.796  5.900  -1.481  0.29
H  1.974  5.614  0.266  0.30
H  2.645  1.209  -2.288  0.30
H  2.793  1.073  0.772  0.37
H  2.424  -0.288  -0.315  0.45
H  4.975  1.135  1.566  0.32
H  7.440  0.881  1.217  0.37
H  8.294  -0.089  -0.929  0.38
H  6.677  -0.749  -2.723  0.38
H  4.223  -0.438  -2.360  0.34
H  0.481  -0.072  -1.342  0.55
H  -1.551  2.198  -0.784  -1.04
H  -2.015  -0.844  -1.105  0.41
H  -4.381  -1.447  -1.252  0.41
H  -6.788  -0.900  -0.910  0.40
H  -7.480  1.443  -0.382  0.39
H  -5.747  3.230  -0.196  0.39
H  -3.369  2.695  -0.465  0.33
H  0.837  3.275  1.307  0.33
H  -0.031  4.693  0.634  0.49
H  -0.815  3.100  0.668  0.42
H  0.362  3.972  -2.915  0.37
H  -1.120  3.544  -2.028  0.37
H  -0.289  5.070  -1.662  0.48
C  -3.951  -5.399  -0.889  -1.43
C  -3.015  -4.289  -0.427  0.36
C  -2.387  -4.573  0.932  -0.85
N  -1.501  -3.521  1.398  -0.17
C  -0.887  -3.903  2.657  -0.76
C  0.120  -2.897  3.198  -0.13
C  0.735  -3.300  4.533  -1.31
H  -4.387  -5.144  -1.859  0.40
H  -3.419  -6.350  -1.006  0.36
H  -4.774  -5.554  -0.180  0.35
H  -2.201  -4.172  -1.151  0.31
H  -3.557  -3.334  -0.380  -0.19
H  -3.181  -4.797  1.672  0.33
H  -1.752  -5.471  0.861  0.37
H  -1.965  -2.619  1.453  0.16
H  -1.652  -4.110  3.433  0.32
H  -0.376  -4.856  2.444  0.35
H  0.913  -2.780  2.453  0.24
H  -0.379  -1.928  3.306  0.28
H  1.430  -2.525  4.872  0.36
H  -0.028  -3.422  5.310  0.34
H  1.298  -4.237  4.460  0.34

Output
**Total charge**: +1
**Kohn-Sham gap**: 6.0 eV
**Highest occupied orbital energy**: -10.908 eV

2.
The following is a DFT calculation (wB97M-V/def2-TZVPD) of C28H41BrCuN2P2S as an isolated structure at a distorted geometry.

Each line ends with the Mulliken spin population.
Cartesian coordinates (Å):
C  1.766  3.737  0.111  0.01
C  0.791  3.050  -0.643  0.03
C  0.874  3.016  -2.055  0.01
C  1.924  3.719  -2.649  -0.01
N  2.832  4.376  -1.925  0.02
C  2.758  4.422  -0.595  -0.01
C  -0.175  2.312  0.014  0.01
C  -1.155  1.791  0.582  -0.06
C  -2.517  2.025  1.007  0.03
C  -3.283  0.980  1.546  0.00
C  -4.566  1.212  1.985  0.01
C  -5.089  2.483  1.836  0.00
C  -4.367  3.549  1.262  0.00
C  -3.060  3.310  0.854  0.00
Cu  -0.447  -0.102  1.051  0.42
P  1.987  -0.443  0.197  0.11
H  0.171  2.439  -2.650  0.00
H  1.762  3.704  1.197  0.00
H  2.016  3.730  -3.736  0.00
H  3.502  5.001  -0.047  0.00
H  -2.393  4.070  0.415  0.00
H  -2.813  -0.021  1.638  0.01
H  -4.797  4.525  1.141  0.00
H  -5.127  0.388  2.438  0.00
C  2.621  -2.167  0.518  0.02
C  3.796  -2.698  -0.297  0.01
H  1.753  -2.826  0.370  0.00
H  2.866  -2.225  1.588  0.00
H  3.998  -3.732  0.009  0.00
H  3.595  -2.720  -1.373  0.00
H  4.722  -2.138  -0.124  0.00
C  2.337  -0.196  -1.616  0.02
C  3.740  0.216  -2.050  0.01
H  1.622  0.573  -1.948  0.00
H  2.054  -1.126  -2.130  0.00
H  3.762  0.316  -3.144  0.00
H  4.036  1.189  -1.639  0.00
H  4.504  -0.528  -1.793  0.00
C  3.237  0.652  1.020  0.03
C  4.687  0.188  1.117  0.01
H  2.853  0.833  2.035  0.00
H  3.184  1.623  0.509  0.00
H  5.269  0.943  1.660  0.00
H  4.796  -0.753  1.667  0.00
H  5.168  0.078  0.139  0.00
Br  -6.858  2.760  2.430  0.00
P  -1.446  -1.375  -0.616  0.21
C  -0.457  -2.376  -1.801  0.00
C  -1.155  -3.590  -2.397  0.01
H  0.453  -2.692  -1.266  0.00
H  -0.113  -1.706  -2.604  0.00
H  -0.463  -4.124  -3.056  0.00
H  -1.471  -4.296  -1.625  0.00
H  -2.020  -3.319  -3.011  0.00
C  -2.521  -2.537  0.324  0.02
C  -3.829  -2.939  -0.335  0.02
H  -2.729  -2.047  1.287  0.01
H  -1.916  -3.422  0.569  0.01
H  -4.390  -3.596  0.337  0.00
H  -4.466  -2.073  -0.537  0.00
H  -3.681  -3.497  -1.265  0.00
C  -2.540  -0.288  -1.632  -0.01
C  -3.042  -0.822  -2.964  0.01
H  -1.956  0.629  -1.795  0.00
H  -3.387  0.021  -1.003  0.00
H  -3.651  -0.055  -3.454  0.00
H  -2.221  -1.060  -3.644  0.00
H  -3.686  -1.700  -2.849  0.00
S  -0.602  -0.432  5.504  0.00
C  0.982  -0.970  5.011  0.00
C  1.125  -0.848  3.653  0.01
N  -0.015  -0.376  3.002  0.00
C  -0.981  -0.054  3.873  0.01
H  1.730  -1.339  5.697  0.00
H  2.023  -1.077  3.085  0.00
H  -1.913  0.423  3.592  0.00

Output
**Total charge**: +2
**Multiplicity**: 2
**Kohn-Sham gap (spin up / spin down)**: 7.4 / 5.2 eV
**Highest occupied orbital energy (spin up / spin down)**: -13.776 / -13.770 eV

3.
The following is a DFT calculation (wB97M-V/def2-TZVPD) of C28H41BrFeN2P2S as an isolated structure at a distorted geometry.

Each line ends with the Mulliken spin population.
Cartesian coordinates (Å):
C  -0.807  7.093  -3.240  0.00
C  -0.979  5.717  -3.467  0.00
C  -1.283  5.308  -4.781  0.00
C  -1.397  6.277  -5.786  0.00
N  -1.228  7.578  -5.552  0.00
C  -0.941  7.983  -4.315  0.00
C  -0.853  4.762  -2.388  0.02
C  -0.826  3.908  -1.519  0.00
C  -0.871  2.846  -0.617  0.04
C  0.255  2.677  0.173  0.05
C  0.446  1.431  0.770  0.09
C  -0.631  0.457  0.664  -0.64
C  -1.841  0.728  0.053  0.15
C  -1.929  1.920  -0.664  0.01
Fe  0.163  0.283  2.291  3.15
P  1.975  -0.991  1.667  0.03
H  -1.424  4.257  -5.033  0.00
H  -0.565  7.481  -2.252  0.00
H  -1.629  5.986  -6.814  0.00
H  -0.808  9.057  -4.164  0.00
H  -2.800  2.154  -1.288  0.00
H  1.030  3.424  0.251  0.00
H  -2.694  0.055  0.138  -0.03
H  1.480  1.293  1.193  -0.02
C  2.100  -2.546  2.629  0.01
C  2.919  -3.671  1.997  0.01
H  1.060  -2.865  2.805  0.00
H  2.508  -2.268  3.614  0.00
H  2.923  -4.523  2.688  0.00
H  2.491  -4.022  1.051  0.00
H  3.961  -3.381  1.818  0.00
C  1.885  -1.396  -0.115  0.01
C  2.777  -0.600  -1.065  0.00
H  0.831  -1.228  -0.386  0.01
H  2.064  -2.475  -0.202  0.00
H  2.493  -0.851  -2.096  0.00
H  2.657  0.488  -0.960  0.00
H  3.839  -0.843  -0.940  0.00
C  3.555  -0.088  1.963  0.02
C  4.848  -0.901  1.930  0.00
H  3.448  0.393  2.948  0.00
H  3.590  0.720  1.218  0.00
H  5.686  -0.205  2.066  0.00
H  4.898  -1.637  2.741  0.00
H  5.002  -1.422  0.976  0.00
Br  -1.322  -1.469  2.622  0.03
P  -2.549  -3.269  -1.010  0.63
C  -0.743  -3.454  -0.852  0.06
C  -0.358  -4.884  -1.256  0.02
H  -0.466  -3.211  0.184  0.03
H  -0.265  -2.719  -1.518  0.00
H  0.694  -4.942  -1.554  0.00
H  -0.518  -5.593  -0.436  0.00
H  -0.965  -5.227  -2.107  0.00
C  -3.248  -3.242  0.672  0.08
C  -4.663  -3.828  0.698  0.02
H  -3.226  -2.199  1.019  0.04
H  -2.579  -3.808  1.336  -0.01
H  -5.000  -4.010  1.725  0.00
H  -5.378  -3.148  0.221  0.00
H  -4.696  -4.781  0.158  0.00
C  -2.785  -1.645  -1.810  0.07
C  -3.123  -1.788  -3.306  0.03
H  -1.862  -1.072  -1.655  0.04
H  -3.591  -1.115  -1.283  -0.01
H  -3.546  -0.852  -3.689  0.00
H  -2.226  -2.017  -3.892  0.00
H  -3.852  -2.587  -3.492  0.00
S  1.068  3.055  5.452  0.01
C  1.778  1.522  5.837  0.00
C  1.401  0.566  4.935  0.02
N  0.638  1.103  3.878  -0.01
C  0.295  2.415  4.077  0.06
H  2.442  1.360  6.670  0.00
H  1.632  -0.500  4.953  0.00
H  -0.366  2.974  3.422  0.00

Output
**Total charge**: +2
**Multiplicity**: 5
**Kohn-Sham gap (spin up / spin down)**: 6.6 / 4.6 eV
**Highest occupied orbital energy (spin up / spin down)**: -13.167 / -13.197 eV

Let's list relative energy (zero: lowest compared OMol25 entry of this formula, charge and spin) in order: 15.32, 0.00, 0.00 kcal/mol.